No. 1
# H2OTl

H2OTl as an isolated structure at a distorted geometry (ωB97M-V/def2-TZVPD, OMol25).

XYZ file:
```
4
H2OTl (ωB97M-V/def2-TZVPD)
Tl -0.9300 1.5395 -3.8118
O 0.2611 -0.4034 0.8990
H 0.9616 -0.9449 1.2625
H -0.2927 -0.1912 1.6503
```

## Properties
- LUMO (eV) = -25.314
- M (g/mol) = 222.398
- HOMO-LUMO gap (eV) = 2.8
- highest occupied orbital energy (eV) = -28.07
- strongest force on any atom (Eh/bohr) = 0.061
- ΔE to the lowest compared entry with this formula, charge and spin (kcal per mole) = 1.9
- net charge = +3



No. 2
# C48H42HoNP2

C48H42HoNP2 as an isolated structure at a distorted geometry (ωB97M-V/def2-TZVPD, OMol25).

XYZ file:
```
94
C48H42HoNP2 (ωB97M-V/def2-TZVPD)
C -1.0356 3.3426 -2.6749
C -0.1492 3.2251 -1.5781
C 1.1209 3.8287 -1.6247
C 1.5090 4.5129 -2.7743
C 0.6799 4.5382 -3.8942
C -0.5737 3.9233 -3.8566
P -0.5665 2.0324 -0.2546
C 0.0134 3.0226 1.1956
C 1.2589 2.6825 1.7395
C 1.7688 3.4201 2.7982
C 1.0472 4.5318 3.2679
C -0.1787 4.9012 2.7062
C -0.7064 4.1220 1.6793
Ho 0.4109 -0.6046 -0.1937
P 0.6148 -0.6385 -3.0420
C 2.0610 0.3276 -3.6974
C 2.1649 0.7008 -5.0540
C 3.1779 1.5784 -5.4590
C 4.0227 2.1950 -4.5274
C 3.9587 1.7967 -3.1971
C 2.9750 0.9081 -2.7773
C 1.0187 -2.1473 -2.1574
C -0.0072 -2.7996 -1.3908
C 0.3668 -3.9099 -0.6170
C 1.6319 -4.4674 -0.7389
C 2.5972 -3.8571 -1.5228
C 2.3282 -2.6762 -2.2040
C -0.8071 -1.3073 -3.9648
C -2.1527 -0.9656 -3.6696
C -3.1314 -1.1164 -4.6569
C -2.7825 -1.6664 -5.8995
C -1.4636 -2.0744 -6.1572
C -0.4876 -1.9676 -5.1573
C -2.3940 2.2727 -0.1653
C -3.0407 3.4828 -0.4977
C -4.4225 3.6208 -0.3234
C -5.1553 2.5360 0.1627
C -4.5334 1.3029 0.4350
C -3.1611 1.1751 0.2448
H -1.0587 -2.4663 -1.4654
H -0.3806 -4.3949 0.0062
H 1.8794 -5.3940 -0.2131
H 3.6058 -4.2782 -1.5440
H 3.0953 -2.1221 -2.7445
H 1.4567 0.3065 -5.7793
H 3.3130 1.7549 -6.5256
H 4.7662 2.9326 -4.8439
H 4.6962 2.1662 -2.4800
H 2.9170 0.6760 -1.7064
H -2.4171 -0.4823 -2.7271
H -4.1622 -0.7895 -4.4684
H -3.5543 -1.8205 -6.6603
H -1.1776 -2.4601 -7.1416
H 0.5409 -2.3155 -5.2887
H -2.4784 4.3255 -0.8952
H -4.8905 4.5867 -0.5518
H -6.2277 2.6281 0.3090
H -5.0977 0.4472 0.8105
H -2.6779 0.2136 0.4446
H 1.8331 1.8417 1.3421
H 2.7256 3.1329 3.2312
H 1.4574 5.1255 4.0832
H -0.7301 5.7876 3.0580
H -1.6659 4.3867 1.2415
H 1.7799 3.7917 -0.7532
H 2.4619 5.0461 -2.7713
H 1.0234 5.0627 -4.7900
H -1.2498 3.9219 -4.7126
H -2.0868 2.9906 -2.5903
H -0.3364 0.9530 -3.2336
H -0.7272 1.1352 -2.5727
C 3.2406 -3.6413 2.3419
C 3.3658 -2.5960 1.4391
C 2.4231 -1.5619 1.3925
C 1.2930 -1.6505 2.2692
C 1.2311 -2.6495 3.2587
C 2.1615 -3.7008 3.2473
N 0.2361 -0.7222 2.0619
C -0.4121 -0.1332 3.1606
C -1.8070 0.0552 3.1440
C -2.4341 0.7734 4.1623
C -1.6633 1.3951 5.1535
C -0.2712 1.1807 5.2060
C 0.3362 0.3604 4.2464
H 3.9865 -4.4500 2.3659
H 4.2211 -2.5982 0.7484
H 2.6015 -0.6506 0.7704
H 0.4159 -2.5864 3.9866
H 2.0325 -4.5240 3.9451
H -2.3681 -0.3670 2.3146
H -3.5322 0.8398 4.2087
H -2.1495 2.0474 5.8977
H 0.3195 1.6404 6.0076
H 1.4102 0.1691 4.2899
```

## Properties
- LUMO (alpha / beta) (eV) = -6.275 / -6.133
- M (g/mol) = 859.749
- HOMO-LUMO gap (alpha / beta) (eV) = 5.9 / 6.1
- highest occupied orbital energy (alpha / beta) (eV) = -12.22 / -12.23
- strongest force on any atom (Eh/bohr) = 0.063
- spin multiplicity = 5
- net charge = +2



No. 3
# C72H64F10O4

A 11-piece molecular cluster, C72H64F10O4 overall at a distorted geometry (ωB97M-V/def2-TZVPD, OMol25).

XYZ file:
```
150
C72H64F10O4 (ωB97M-V/def2-TZVPD)
C 1.0480 -5.0706 -4.4524
C 0.0293 -3.9620 -4.1973
C -0.3790 -3.1206 -5.3570
C -1.1399 -2.1082 -5.1169
C -1.6619 -1.7825 -3.7718
C -3.1608 -2.1032 -3.6887
C -3.5374 -3.4932 -4.1698
C -4.0520 -3.5560 -5.5513
O -4.2631 -2.6564 -6.2466
O -4.3228 -4.8327 -5.9679
C -1.5498 -1.1975 -6.1943
O -2.4164 -0.4338 -6.0352
C -0.8232 -1.2318 -7.4579
C -0.0831 -2.2457 -7.6895
C 0.0059 -3.3613 -6.7406
O 0.3499 -4.3999 -7.1532
H 1.7353 -4.8331 -5.2304
H 1.6086 -5.2187 -3.5498
H 0.5232 -5.9758 -4.6680
H 0.4860 -3.2684 -3.5119
H -0.8270 -4.3525 -3.6842
H -1.1088 -2.2221 -2.9700
H -1.5628 -0.7161 -3.6632
H -3.7581 -1.3723 -4.1907
H -3.4250 -2.0576 -2.6463
H -4.2910 -3.9019 -3.5215
H -2.6898 -4.1563 -4.1143
H -3.8364 -4.9566 -6.7849
H -0.9353 -0.4251 -8.1357
H 0.4730 -2.2784 -8.5948
F 1.2222 -1.6945 -2.1792
C 1.0147 -0.7175 -1.2633
C -0.1430 -0.7255 -0.5179
C -0.3443 0.2873 0.4071
C 0.6083 1.2865 0.5686
C 1.7645 1.2757 -0.1923
C 1.9744 0.2644 -1.1163
H -0.8755 -1.5087 -0.6648
H -1.2461 0.2971 1.0056
H 0.4422 2.0708 1.2926
H 2.4959 2.0525 -0.0729
H 2.8725 0.2339 -1.7199
F 4.5668 2.1676 0.1818
C 5.4023 1.2266 0.6848
C 6.5439 0.8996 -0.0134
C 7.3947 -0.0618 0.5118
C 7.0859 -0.6837 1.7136
C 5.9268 -0.3412 2.3968
C 5.0793 0.6267 1.8814
H 6.7607 1.3916 -0.9525
H 8.2988 -0.3257 -0.0191
H 7.7488 -1.4364 2.1177
H 5.6731 -0.8235 3.3304
H 4.1739 0.9148 2.4009
F 4.7650 -1.5087 5.0020
C 3.5316 -1.2456 5.4960
C 3.4075 -0.8275 6.8031
C 2.1433 -0.5534 7.3019
C 1.0277 -0.7106 6.4907
C 1.1753 -1.1367 5.1787
C 2.4378 -1.4029 4.6719
H 4.2901 -0.7188 7.4194
H 2.0290 -0.2180 8.3210
H 0.0421 -0.4996 6.8830
H 0.3066 -1.2626 4.5473
H 2.5761 -1.7283 3.6487
F -4.7203 -10.3246 -1.3873
C -4.7505 -9.4744 -2.4336
C -4.7941 -9.9855 -3.7130
C -4.8300 -9.1072 -4.7856
C -4.8117 -7.7367 -4.5680
C -4.7632 -7.2436 -3.2730
C -4.7375 -8.1163 -2.1947
H -4.7998 -11.0568 -3.8625
H -4.8719 -9.4941 -5.7943
H -4.8361 -7.0548 -5.4025
H -4.7458 -6.1755 -3.1019
H -4.7084 -7.7531 -1.1757
F -0.8935 3.6465 2.4095
C -0.5151 4.8840 1.9883
C -1.4570 5.7492 1.4765
C -1.0513 7.0132 1.0681
C 0.2812 7.3914 1.1767
C 1.2166 6.5064 1.6935
C 0.8171 5.2417 2.1045
H -2.4902 5.4369 1.3995
H -1.7792 7.7068 0.6706
H 0.5884 8.3794 0.8629
H 2.2532 6.8001 1.7819
H 1.5263 4.5401 2.5250
F -2.4564 -3.8834 -0.5543
C -3.7142 -3.9487 -0.0636
C -4.4522 -5.0958 -0.2617
C -5.7413 -5.1621 0.2434
C -6.2766 -4.0809 0.9277
C -5.5201 -2.9331 1.1114
C -4.2267 -2.8646 0.6172
H -4.0175 -5.9240 -0.8058
H -6.3289 -6.0590 0.1015
H -7.2839 -4.1335 1.3169
H -5.9373 -2.0874 1.6400
H -3.6182 -1.9799 0.7561
F 2.2159 5.8205 -1.2596
C 2.3504 5.2515 -2.4755
C 3.4298 5.6070 -3.2584
C 3.5767 5.0215 -4.5056
C 2.6435 4.1011 -4.9547
C 1.5640 3.7610 -4.1530
C 1.4163 4.3368 -2.8986
H 4.1431 6.3333 -2.8915
H 4.4213 5.2854 -5.1272
H 2.7575 3.6478 -5.9302
H 0.8349 3.0463 -4.5033
H 0.5891 4.0799 -2.2547
F 2.3320 0.9623 10.0540
C 1.3201 1.6708 10.6033
C 0.3360 1.0016 11.2990
C -0.6982 1.7310 11.8645
C -0.7385 3.1097 11.7189
C 0.2599 3.7623 11.0108
C 1.3024 3.0404 10.4510
H 0.3826 -0.0751 11.3944
H -1.4738 1.2217 12.4192
H -1.5487 3.6753 12.1579
H 0.2277 4.8364 10.8932
H 2.0949 3.5306 9.9018
F -2.0927 0.9479 -1.4407
C -3.3989 1.2700 -1.3886
C -4.1332 1.2866 -2.5554
C -5.4798 1.6067 -2.5001
C -6.0692 1.9183 -1.2827
C -5.3119 1.9017 -0.1195
C -3.9659 1.5692 -0.1677
H -3.6498 1.0473 -3.4952
H -6.0685 1.6130 -3.4066
H -7.1193 2.1728 -1.2410
H -5.7701 2.1475 0.8288
H -3.3589 1.5413 0.7289
F 5.5920 8.5446 1.0790
C 5.8184 7.2281 1.2692
C 5.0424 6.3093 0.5940
C 5.2790 4.9553 0.7870
C 6.2786 4.5430 1.6573
C 7.0451 5.4840 2.3302
C 6.8195 6.8378 2.1335
H 4.2627 6.6518 -0.0748
H 4.6853 4.2323 0.2613
H 6.4608 3.4882 1.8114
H 7.8214 5.1633 3.0111
H 7.4117 7.5863 2.6426
```

## Properties
- LUMO (eV) = -0.584
- M (g/mol) = 1183.280
- HOMO-LUMO gap (eV) = 8.6
- highest occupied orbital energy (eV) = -9.17
- strongest force on any atom (Eh/bohr) = 0.094
- net charge = 0



No. 4
# C34H41MnN3OSSb

C34H41MnN3OSSb as an isolated structure (ωB97M-V/def2-TZVPD, OMol25).

XYZ file:
```
82
C34H41MnN3OSSb (ωB97M-V/def2-TZVPD)
Mn 0.1356 -0.5034 -0.1295
O 0.9528 -4.3408 -0.0152
C 0.4793 -3.2577 -0.2655
N 1.1370 -2.0596 -0.3560
C 2.5593 -2.0410 -0.1132
C 2.8988 -0.7422 0.5516
C 4.1800 -0.4255 0.9871
C 4.4054 0.7893 1.6016
C 3.3420 1.6742 1.7694
C 2.1068 1.3003 1.3078
N 1.8808 0.1183 0.7070
C -0.9957 -3.0739 -0.4944
C -1.8453 -4.1492 -0.6182
C -3.1845 -3.9024 -0.8709
C -3.6169 -2.5879 -0.9866
C -2.7023 -1.5668 -0.8253
N -1.4065 -1.7971 -0.5796
H 3.1208 -2.1230 -1.0445
H 2.8601 -2.8819 0.5027
H 4.9834 -1.1424 0.8448
H 5.3990 1.0501 1.9550
H 3.4720 2.6364 2.2519
H 1.2428 1.9423 1.4069
H -1.4333 -5.1448 -0.5185
H -3.8857 -4.7235 -0.9822
H -4.6550 -2.3535 -1.1980
H -3.0082 -0.5351 -0.8989
S -1.5018 0.7299 1.3046
C -0.9859 0.8645 3.0194
C 0.0860 0.0719 3.4146
C 0.4750 0.0717 4.7494
C -0.1917 0.8603 5.6783
C -1.2697 1.6388 5.2764
C -1.6754 1.6341 3.9498
H 0.6167 -0.5467 2.7042
H 1.3054 -0.5531 5.0606
H 0.1183 0.8588 6.7169
H -1.8084 2.2419 5.9970
H -2.5496 2.2092 3.6688
C -5.1077 1.8073 0.1208
C -4.4420 2.7963 1.0761
C -4.7352 2.4821 2.5416
Sb -2.3633 2.9007 0.7197
C -1.4791 4.3900 1.9456
C 0.0197 4.1678 2.1016
C -1.8200 5.7769 1.3927
C -2.0019 3.2463 -1.3417
C -2.3042 2.0437 -2.2342
C -2.8265 4.4696 -1.7633
H -6.1810 1.7999 0.3228
H -4.7411 0.7887 0.2841
H -4.9764 2.0669 -0.9301
H -4.7676 3.8170 0.8493
H -4.3394 1.5066 2.8362
H -5.8193 2.4460 2.6751
H -4.3517 3.2444 3.2263
H -1.9736 4.2529 2.9073
H 0.5340 4.1783 1.1357
H 0.2400 3.2356 2.6239
H 0.4345 4.9858 2.6978
H -1.2637 5.9895 0.4765
H -1.5193 6.5231 2.1330
H -2.8873 5.9250 1.2023
H -0.9350 3.4719 -1.3785
H -3.3781 1.8651 -2.3214
H -1.8214 1.1328 -1.9041
H -1.9292 2.2638 -3.2385
H -3.9016 4.2793 -1.6783
H -2.6220 4.6721 -2.8191
H -2.5895 5.3760 -1.2070
C 0.3204 0.4315 -1.3930
C 0.8988 1.1942 -2.4611
C 1.5620 2.3877 -2.1648
C 2.1192 3.1311 -3.1903
C 2.0095 2.6896 -4.5066
C 1.3492 1.5043 -4.8032
C 0.7908 0.7502 -3.7835
H 1.6534 2.7116 -1.1345
H 2.6459 4.0497 -2.9684
H 2.4490 3.2721 -5.3084
H 1.2769 1.1658 -5.8320
H 0.2817 -0.1829 -4.0036
```

## Properties
- LUMO (eV) = -5.791
- M (g/mol) = 716.487
- HOMO-LUMO gap (eV) = 7.8
- highest occupied orbital energy (eV) = -13.54
- strongest force on any atom (Eh/bohr) = 0.010
- net charge = +2



It is found that the electronic energy values, taken in the order of the records, are -6724.924, -96306.384, -111065.257, -91118.880 eV.